{
  "formula": "C30H59BrN2O17S6",
  "method": "ωB97M-V with the def2-TZVPD basis set",
  "lumo_ev": -0.493,
  "multiplicity": 1,
  "homo_ev": -9.40,
  "smiles": "CC[C@@H](Br)c1cc2c(c(C)c1S)C(=O)N(CCCN)C2=O.CCOS(C)(=O)=O.CCOS(C)(=O)=O.CCOS(C)(=O)=O.CCOS(C)(=O)=O.CCOS(C)(=O)=O",
  "homo_lumo_gap_ev": 8.90,
  "total_energy_ev": -204906.63275,
  "species": ["C", "C", "C", "Br", "C", "C", "C", "C", "C", "C", "C", "S", "C", "O", "N", "C", "C", "C", "N", "C", "O", "H", "H", "H", "H", "H", "H", "H", "H", "H", "H", "H", "H", "H", "H", "H", "H", "H", "H", "H", "C", "C", "O", "S", "C", "O", "O", "H", "H", "H", "H", "H", "H", "H", "H", "C", "C", "O", "S", "C", "O", "O", "H", "H", "H", "H", "H", "H", "H", "H", "C", "C", "O", "S", "C", "O", "O", "H", "H", "H", "H", "H", "H", "H", "H", "C", "C", "O", "S", "C", "O", "O", "H", "H", "H", "H", "H", "H", "H", "H", "C", "C", "O", "S", "C", "O", "O", "H", "H", "H", "H", "H", "H", "H", "H"],
  "positions_angstrom": [[-1.240, -5.975, 1.781], [-1.417, -4.549, 1.185], [-0.044, -3.882, 1.096], [1.122, -4.859, -0.157], [-0.066, -2.400, 0.768], [0.596, -1.594, 1.676], [0.664, -0.262, 1.456], [0.075, 0.303, 0.339], [-0.618, -0.440, -0.567], [-1.252, 0.205, -1.771], [-0.668, -1.811, -0.335], [-1.549, -2.781, -1.572], [0.384, 1.793, 0.396], [-0.173, 2.750, -0.084], [1.529, 1.858, 1.250], [2.842, 2.004, 0.583], [3.952, 1.112, 1.133], [3.908, -0.361, 0.654], [3.278, -0.523, -0.658], [1.344, 0.856, 2.236], [1.626, 0.951, 3.407], [-2.168, -6.370, 2.189], [-0.768, -6.647, 1.066], [-0.514, -5.872, 2.599], [-1.887, -4.686, 0.214], [-2.116, -4.018, 1.836], [0.430, -4.001, 2.068], [1.065, -2.027, 2.553], [-0.762, -0.194, -2.661], [-2.326, 0.018, -1.780], [-1.094, 1.284, -1.757], [-2.836, -2.567, -1.219], [2.743, 1.888, -0.498], [3.172, 3.041, 0.731], [4.886, 1.530, 0.737], [4.047, 1.184, 2.218], [4.944, -0.729, 0.673], [3.369, -0.974, 1.382], [3.922, -0.168, -1.359], [3.179, -1.514, -0.847], [0.782, -2.246, -4.870], [1.741, -3.009, -3.996], [2.989, -3.303, -4.656], [4.065, -2.138, -4.759], [5.433, -3.143, -5.229], [4.297, -1.605, -3.448], [3.723, -1.280, -5.849], [1.144, -1.236, -5.066], [-0.187, -2.169, -4.374], [0.646, -2.728, -5.838], [1.924, -2.473, -3.061], [1.300, -3.970, -3.735], [5.654, -3.834, -4.419], [6.279, -2.483, -5.405], [5.176, -3.678, -6.139], [0.630, 5.571, 1.448], [1.362, 6.181, 0.272], [0.569, 7.176, -0.408], [0.468, 8.625, 0.243], [-0.209, 9.445, -1.161], [1.790, 9.116, 0.486], [-0.511, 8.603, 1.283], [0.491, 6.299, 2.248], [1.195, 4.728, 1.850], [-0.357, 5.224, 1.148], [2.320, 6.607, 0.577], [1.572, 5.409, -0.467], [0.515, 9.410, -1.971], [-0.407, 10.475, -0.874], [-1.135, 8.950, -1.443], [4.590, 2.663, 9.644], [4.628, 3.399, 8.319], [3.884, 2.713, 7.298], [2.293, 2.860, 7.306], [2.000, 2.216, 5.694], [1.963, 4.253, 7.337], [1.753, 1.958, 8.278], [3.589, 2.679, 10.074], [5.273, 3.128, 10.356], [4.870, 1.617, 9.512], [4.269, 4.424, 8.424], [5.655, 3.452, 7.959], [2.464, 2.873, 4.965], [0.925, 2.185, 5.542], [2.414, 1.217, 5.636], [-0.521, 2.387, -8.254], [-0.682, 2.241, -6.754], [-2.063, 2.296, -6.348], [-2.952, 0.990, -6.547], [-4.307, 1.492, -5.540], [-2.293, -0.118, -5.926], [-3.386, 0.922, -7.907], [-0.923, 1.521, -8.779], [0.533, 2.483, -8.514], [-1.059, 3.265, -8.614], [-0.218, 1.321, -6.393], [-0.188, 3.069, -6.249], [-3.962, 1.599, -4.515], [-5.067, 0.717, -5.605], [-4.697, 2.433, -5.920], [-8.056, -4.899, 0.673], [-7.364, -4.723, 2.011], [-7.231, -5.969, 2.720], [-6.067, -6.961, 2.277], [-6.131, -8.015, 3.685], [-4.827, -6.246, 2.276], [-6.491, -7.696, 1.127], [-7.433, -5.464, -0.020], [-8.269, -3.928, 0.226], [-8.990, -5.448, 0.792], [-6.389, -4.248, 1.894], [-7.963, -4.076, 2.650], [-5.864, -7.440, 4.567], [-5.415, -8.818, 3.526], [-7.136, -8.421, 3.774]],
  "atomic_forces_ev_per_a": [[0.597, 0.840, 0.372], [0.023, -1.802, 0.080], [-1.018, 0.488, -0.201], [-0.023, 0.220, 0.055], [0.314, -0.899, 0.039], [0.314, -0.477, 0.958], [-0.069, 1.166, 0.629], [0.058, 1.313, 0.625], [-0.497, 0.406, -0.604], [0.344, 0.175, 0.200], [-1.009, -0.549, -0.634], [0.238, -0.386, -0.179], [0.032, -0.511, -0.435], [0.627, -0.867, -0.003], [-0.194, 0.877, 0.505], [0.588, 1.307, 0.633], [0.220, -0.271, -0.873], [0.019, -0.038, 0.578], [0.270, 0.160, 0.306], [0.066, -0.718, -0.455], [0.053, -0.556, -1.333], [-0.003, -0.077, -0.239], [-0.319, -0.092, -0.053], [-0.228, -0.278, 0.128], [0.069, 0.406, 0.001], [0.309, 0.407, -0.074], [0.176, 0.001, -0.150], [-0.028, -0.013, -0.032], [-0.409, -0.043, -0.116], [0.089, -0.109, -0.276], [-0.013, -0.083, 0.100], [0.361, 0.213, 0.179], [-0.237, -0.318, 0.139], [-0.061, -0.091, 0.000], [-0.144, 0.150, 0.025], [-0.186, -0.080, -0.034], [-0.110, -0.017, 0.033], [-0.097, 0.046, -0.121], [-0.184, -0.141, -0.204], [0.008, 0.036, -0.117], [0.026, 0.420, -0.309], [-0.693, 0.033, 0.354], [0.266, 0.028, 0.032], [-0.024, -0.681, -0.180], [0.051, -0.081, 0.023], [-0.082, 0.257, -0.010], [0.040, 0.287, 0.136], [-0.027, 0.003, 0.028], [0.004, -0.052, 0.003], [-0.033, -0.101, 0.068], [0.195, -0.030, -0.040], [0.312, -0.131, -0.040], [-0.026, 0.011, 0.004], [-0.055, 0.066, 0.013], [-0.032, 0.029, 0.002], [-0.177, 0.294, 0.229], [0.293, -0.590, 0.407], [-0.011, 0.192, -0.136], [-0.165, -0.234, -0.514], [-0.014, -0.010, -0.109], [0.023, 0.014, 0.248], [0.109, 0.132, 0.195], [0.055, 0.009, -0.015], [0.003, -0.040, -0.106], [0.070, -0.112, -0.059], [-0.085, 0.196, -0.054], [-0.157, 0.167, -0.194], [0.009, -0.014, 0.022], [0.028, -0.023, 0.083], [0.006, -0.012, 0.036], [-0.261, -0.082, 0.046], [0.325, 0.186, 0.547], [-0.078, -0.001, -0.161], [0.228, -0.236, -0.523], [0.164, 0.184, 0.316], [-0.067, 0.036, 0.282], [-0.125, 0.165, 0.158], [0.014, 0.018, -0.005], [0.044, 0.024, -0.066], [0.080, 0.031, -0.015], [-0.145, -0.055, -0.107], [-0.096, -0.096, -0.239], [0.000, 0.003, 0.015], [-0.010, 0.018, 0.081], [-0.002, -0.009, 0.054], [-0.221, -0.160, -0.124], [0.646, 0.032, -0.334], [-0.150, -0.067, 0.140], [-0.156, 0.481, 0.343], [-0.019, 0.087, 0.077], [0.105, -0.146, -0.200], [0.072, -0.253, -0.076], [0.024, -0.001, 0.011], [0.011, 0.027, 0.082], [0.065, 0.047, 0.042], [-0.183, -0.057, 0.045], [-0.250, 0.034, 0.149], [0.025, 0.000, -0.018], [0.055, -0.042, -0.065], [0.017, -0.013, -0.025], [0.120, -0.247, -0.118], [-0.183, 0.537, -0.444], [0.122, -0.106, 0.136], [-0.372, -0.097, 0.510], [-0.028, 0.011, 0.107], [0.087, 0.060, -0.259], [0.205, 0.049, -0.185], [0.002, 0.022, 0.005], [-0.005, 0.030, 0.081], [-0.031, 0.077, 0.038], [0.075, -0.172, 0.068], [0.028, -0.205, 0.202], [-0.003, 0.016, -0.021], [0.014, 0.036, -0.084], [0.001, 0.012, -0.038]]
}

{
  "formula": "C30H59N6O8",
  "method": "ωB97M-V with the def2-TZVPD basis set",
  "lumo_ev": -2.686,
  "multiplicity": 1,
  "homo_ev": -11.49,
  "homo_lumo_gap_ev": 8.80,
  "total_energy_ev": -57376.83016,
  "charge": 1,
  "species": ["C", "C", "C", "C", "C", "C", "C", "C", "C", "C", "C", "N", "C", "N", "C", "N", "C", "C", "O", "C", "O", "C", "C", "C", "C", "O", "C", "N", "N", "O", "C", "C", "N", "C", "C", "C", "O", "H", "H", "H", "H", "H", "H", "H", "H", "H", "H", "H", "H", "H", "H", "H", "H", "H", "H", "H", "H", "H", "H", "H", "H", "H", "H", "H", "H", "H", "H", "H", "H", "H", "H", "H", "H", "H", "H", "H", "H", "H", "H", "H", "H", "H", "H", "H", "H", "H", "H", "H", "H", "H", "C", "C", "C", "O", "C", "O", "O", "H", "H", "H", "H", "H", "H"],
  "positions_angstrom": [[2.966, 0.598, 5.220], [1.585, 0.887, 4.512], [0.796, -0.448, 4.314], [-0.471, -0.251, 3.432], [-1.656, -1.205, 3.813], [-2.821, -0.920, 2.803], [-3.516, -2.192, 2.232], [-2.527, -3.214, 1.576], [-2.718, -3.234, 0.018], [-2.057, -1.980, -0.621], [-1.368, -2.262, -2.009], [0.108, -2.331, -1.846], [0.573, -3.223, -0.996], [1.926, -3.143, -1.022], [2.232, -2.183, -1.919], [3.494, -1.887, -2.220], [4.536, -2.674, -1.520], [4.772, -2.216, -0.034], [4.242, -3.130, 0.935], [4.976, -4.301, 0.995], [6.097, -4.366, 1.358], [4.238, -5.594, 0.585], [3.057, -5.943, 1.567], [3.972, -0.908, -3.208], [4.525, 0.382, -2.513], [5.785, 0.648, -3.162], [3.619, 1.653, -2.654], [3.326, 2.229, -1.336], [1.095, -1.618, -2.442], [0.875, -0.664, -3.358], [0.179, 0.511, -2.826], [0.371, 0.779, -1.320], [0.186, 2.186, -0.932], [-1.026, 2.799, -1.497], [-2.377, 2.172, -1.018], [-3.244, 1.557, -2.151], [-3.156, 3.244, -0.444], [3.778, 0.914, 4.543], [3.079, 1.177, 6.154], [3.022, -0.478, 5.461], [1.030, 1.593, 5.161], [1.746, 1.412, 3.549], [1.484, -1.110, 3.749], [0.581, -0.851, 5.320], [-0.819, 0.802, 3.457], [-0.207, -0.467, 2.370], [-1.331, -2.259, 3.839], [-2.015, -0.865, 4.805], [-2.447, -0.292, 1.963], [-3.595, -0.318, 3.320], [-4.180, -2.643, 2.993], [-4.193, -1.845, 1.420], [-2.741, -4.220, 1.990], [-1.464, -3.007, 1.827], [-2.291, -4.198, -0.329], [-3.811, -3.290, -0.144], [-2.772, -1.141, -0.737], [-1.306, -1.617, 0.113], [-1.705, -1.543, -2.769], [-1.687, -3.263, -2.361], [0.009, -3.918, -0.376], [5.504, -2.545, -2.041], [4.321, -3.756, -1.593], [4.182, -1.287, 0.106], [5.835, -1.981, 0.156], [4.981, -6.408, 0.539], [3.788, -5.513, -0.423], [2.300, -6.477, 0.960], [2.556, -5.016, 1.910], [3.419, -6.553, 2.409], [3.272, -0.707, -4.033], [4.868, -1.365, -3.675], [4.782, 0.198, -1.450], [6.282, 1.282, -2.624], [4.234, 2.407, -3.185], [2.725, 1.486, -3.287], [3.361, 1.554, -0.584], [3.859, 3.063, -1.135], [-0.887, 0.393, -3.098], [0.521, 1.389, -3.409], [-0.395, 0.177, -0.767], [1.351, 0.441, -0.928], [0.031, 2.163, 0.077], [-1.043, 3.844, -1.124], [-0.992, 2.900, -2.601], [-2.254, 1.426, -0.201], [-2.936, 0.529, -2.437], [-3.317, 2.191, -3.054], [-4.285, 1.449, -1.776], [-3.910, 2.847, 0.018], [-5.101, 7.671, -1.815], [-5.712, 6.910, -0.663], [-4.886, 5.751, -0.179], [-5.878, 4.896, 0.398], [-7.042, 5.143, -0.271], [-8.021, 4.479, -0.180], [-6.924, 6.249, -1.057], [-4.812, 6.995, -2.623], [-5.821, 8.374, -2.234], [-4.219, 8.223, -1.489], [-5.956, 7.599, 0.152], [-4.145, 6.042, 0.563], [-4.392, 5.205, -0.984]],
  "atomic_forces_ev_per_a": [[-0.564, 0.432, -0.446], [0.390, -0.254, 0.725], [0.322, 1.259, -0.811], [0.004, -0.858, 0.360], [-0.122, 1.742, -0.503], [-0.307, -0.577, 0.297], [0.265, 0.697, -0.454], [-0.656, -0.186, -0.017], [0.117, -0.303, 1.201], [0.055, -0.070, -0.111], [-0.930, 0.134, 0.174], [-4.047, -0.736, 0.297], [3.415, 1.083, -0.892], [-1.023, -0.246, 0.002], [0.504, 0.204, -0.067], [0.398, -0.174, -0.313], [0.895, -0.085, 0.462], [-0.719, 0.478, -0.175], [0.435, -0.244, -0.606], [-1.209, -1.713, -0.499], [1.269, 0.809, 0.312], [-0.760, 0.243, 0.306], [0.100, 0.347, -0.912], [1.151, 0.214, 0.154], [0.313, 0.438, -1.082], [-0.112, -0.272, 0.186], [0.927, 0.259, 0.796], [-0.362, -0.044, -0.562], [0.901, -1.287, 1.278], [0.004, 0.103, 0.045], [-0.386, 1.276, 0.103], [-0.712, -0.560, 0.756], [-0.500, -0.388, -0.732], [-0.526, 0.535, 0.668], [-0.997, 0.240, -0.506], [-0.393, -0.455, 0.329], [0.367, -0.269, 0.054], [-0.116, -0.454, 0.412], [-0.088, -0.324, -0.421], [0.292, 0.512, -0.129], [-0.060, -0.414, -0.450], [-0.115, -0.380, 0.380], [-0.357, -0.056, 0.652], [-0.039, -0.074, -0.552], [0.084, -0.522, 0.113], [-0.050, 0.207, 0.480], [-0.189, 0.452, 0.058], [0.334, -0.667, -0.297], [-0.120, -0.400, 0.373], [0.400, -0.201, -0.359], [0.572, 0.029, -0.272], [0.184, -0.200, 0.550], [0.131, 0.434, -0.360], [-0.583, 0.037, -0.131], [-0.078, 0.623, -0.258], [0.570, 0.066, -0.310], [0.226, -0.564, 0.057], [-0.224, -0.116, -0.597], [0.639, -0.198, 0.234], [0.224, 0.576, 0.051], [-0.039, 0.421, -0.362], [-0.739, 0.220, -0.041], [-0.143, 0.611, 0.198], [0.402, -0.449, 0.069], [-0.431, -0.349, -0.038], [-0.311, 0.473, 0.183], [0.324, 0.329, 0.421], [0.392, -0.079, 0.658], [0.414, -0.494, 0.030], [-0.358, 0.320, -0.289], [-0.032, -0.047, 0.646], [-0.583, 0.165, 0.154], [-0.662, -0.093, -0.420], [-0.173, -0.140, -0.208], [-0.430, -0.537, 0.004], [0.230, -0.117, 0.513], [0.123, 0.295, -0.009], [-0.061, -0.252, 0.140], [0.542, -0.029, 0.310], [0.258, -0.726, 0.202], [0.493, -0.015, -0.410], [-0.297, 0.203, -0.537], [0.351, 0.227, -0.199], [-0.004, -0.567, -0.201], [0.122, -0.377, 0.558], [0.418, 0.162, -0.557], [0.037, 0.588, 0.035], [0.295, -0.199, 0.453], [0.565, 0.026, -0.175], [0.125, 0.232, -0.149], [-0.243, -0.052, -0.296], [0.357, 0.484, -0.464], [0.311, 0.133, 0.255], [-0.178, 0.013, -0.200], [-0.343, -0.069, -0.085], [0.165, 0.022, -0.009], [0.056, -0.385, 0.436], [0.020, -0.047, 0.085], [0.054, 0.064, 0.116], [-0.045, -0.012, 0.050], [-0.006, -0.099, 0.049], [-0.107, -0.163, 0.111], [-0.014, 0.168, -0.070]]
}